The following is a DFT calculation (ωB97M-V with the def2-TZVPD basis set) of a molecular structure, C5H12N2O.

Output
- Energy relative to the best compared isomer or geometry (same formula, charge and spin): 270.5 kcal/mol
- Multiplicity: 1
- Orbital gap: 9.47 eV
- Net charge: 0
- DFT total energy: -10396.693 eV
- E_HOMO: -9.0363 eV

Positions of all 20 atoms, in Å:
C  2.07  -0.85  0.80
C  1.53  -0.34  -0.56
C  0.53  0.81  -0.19
C  -1.94  1.04  0.42
C  -1.27  -1.67  -0.55
H  2.67  -1.78  0.75
H  1.34  -0.47  1.94
H  2.99  -0.09  0.88
H  0.95  -1.11  -1.08
H  2.21  0.02  -1.34
H  1.73  2.18  -1.06
H  -2.18  2.15  -0.08
H  -2.06  1.10  1.68
H  -2.77  0.44  -0.03
H  -0.44  -3.16  -0.75
H  -0.73  -0.91  -1.74
H  -2.43  -1.84  -0.33
N  0.73  2.07  -0.24
N  -0.73  0.34  -0.03
O  -0.83  -0.93  0.45

=====

The following is a DFT calculation (ωB97M-V with the def2-TZVPD basis set) of a molecular structure, C2H44O22Sr.

Output
- Energy relative to the best compared isomer or geometry (same formula, charge and spin): 0.0 kcal/mol
- Multiplicity: 1
- Orbital gap: 8.88 eV
- Net charge: 0
- DFT total energy: -48672.777 eV
- E_HOMO: -9.5582 eV

Positions of all 69 atoms, in Å:
Sr  0.87  2.82  -0.06
O  1.03  0.54  -1.23
C  0.22  -0.37  -0.53
C  -0.75  0.40  0.37
O  -0.06  0.97  1.39
H  0.90  -0.91  0.13
H  -0.29  -1.07  -1.22
H  -1.47  -0.25  0.81
H  -1.22  1.12  -0.34
O  -1.70  3.79  0.31
H  -2.21  4.48  0.83
H  -2.27  3.23  -0.20
O  1.66  -2.68  2.03
H  1.04  -3.02  1.41
H  1.14  -2.09  2.52
O  -0.48  -1.94  -4.14
H  0.21  -2.13  -3.52
H  -1.28  -2.12  -3.66
O  -3.49  2.23  -0.91
H  -3.08  1.40  -1.05
H  -4.14  2.07  -0.19
O  4.04  -1.42  1.71
H  4.35  -2.30  1.51
H  3.10  -1.46  1.91
O  2.68  1.34  1.29
H  1.98  0.78  1.68
H  2.88  1.83  2.10
O  3.11  -1.49  -0.92
H  2.31  -0.91  -0.86
H  3.24  -1.67  -0.03
O  -4.34  -0.13  1.22
H  -3.89  0.14  1.97
H  -3.80  -0.29  0.43
O  0.71  3.24  2.61
H  1.30  3.18  3.37
H  0.33  2.36  2.55
O  2.76  2.55  -1.91
H  2.63  1.64  -2.20
H  3.78  2.63  -1.95
O  1.17  -3.14  -2.26
H  1.96  -2.57  -2.05
H  1.49  -3.95  -2.65
O  -0.44  2.97  -2.23
H  0.27  3.21  -2.82
H  -0.43  2.04  -2.40
O  2.18  0.18  3.85
H  1.24  -0.07  3.74
H  2.67  -0.53  4.30
O  -3.29  -0.44  -1.54
H  -3.05  -1.30  -1.23
H  -2.51  -0.16  -2.00
O  -1.20  0.52  -2.92
H  -0.44  0.34  -2.36
H  -0.89  -0.19  -3.52
O  -2.46  1.76  2.25
H  -1.74  1.20  1.93
H  -2.42  2.61  1.91
O  -2.19  -2.55  1.70
H  -2.96  -2.35  1.10
H  -1.59  -1.84  1.59
O  1.73  -0.30  -3.55
H  1.51  0.36  -4.21
H  1.52  0.13  -2.66
O  -0.36  -0.86  3.23
H  -0.27  -0.10  2.60
H  -0.95  -0.56  3.87
O  -0.11  -3.96  -0.14
H  -0.72  -3.30  0.07
H  0.50  -3.65  -0.84

=====

The following is a DFT calculation (ωB97M-V with the def2-TZVPD basis set) of a molecular structure, C4H9NO.

Output
- Energy relative to the best compared isomer or geometry (same formula, charge and spin): 125.3 kcal/mol
- Multiplicity: 1
- Orbital gap: 9.24 eV
- Net charge: 0
- DFT total energy: -7826.885 eV
- E_HOMO: -8.5457 eV

Positions of all 15 atoms, in Å:
C  2.02  0.19  1.11
C  1.21  -0.09  -0.99
N  -0.10  -0.12  -0.79
C  -0.60  -0.03  0.38
O  -1.89  -0.02  0.65
C  -2.79  -0.12  -0.46
H  1.95  0.15  2.21
H  2.73  -0.60  0.84
H  2.44  1.17  0.86
H  1.72  -1.01  -1.25
H  1.65  0.83  -1.39
H  0.69  0.08  1.04
H  -3.80  -0.08  -0.05
H  -2.63  -1.06  -1.00
H  -2.63  0.72  -1.15

=====

The following is a DFT calculation (ωB97M-V with the def2-TZVPD basis set) of a molecular structure, C41H48HgN5Se.

Output
- Energy relative to the best compared isomer or geometry (same formula, charge and spin): 0.0 kcal/mol
- Multiplicity: 2
- Orbital gap (alpha / beta): 4.10 / 5.33 eV
- Net charge: -2
- DFT total energy: -120270.051 eV
- E_HOMO (alpha / beta): 0.5521 / -0.7415 eV

Positions of all 96 atoms, in Å:
Hg  -0.06  -0.34  1.12
C  -5.69  -2.12  -1.71
C  -5.51  -1.80  -0.22
C  -4.34  -0.91  0.04
C  -4.34  0.47  0.22
C  -5.51  1.40  0.19
C  -5.68  2.10  -1.16
C  -2.97  0.86  0.38
N  -2.19  -0.24  0.31
C  -2.97  -1.33  0.10
C  -2.47  -2.66  -0.06
C  -1.16  -3.11  -0.10
C  -0.73  -4.49  -0.35
C  -1.65  -5.64  -0.62
C  -2.19  -5.64  -2.06
C  0.63  -4.49  -0.33
C  1.06  -3.11  -0.08
C  2.37  -2.67  -0.02
C  2.86  -1.33  0.14
N  2.09  -0.25  0.35
C  2.87  0.85  0.41
C  2.37  2.19  0.59
C  1.06  2.63  0.65
N  -0.05  1.85  0.62
C  -1.16  2.63  0.64
C  -2.47  2.20  0.56
C  -0.73  4.03  0.72
C  0.63  4.03  0.73
C  1.55  5.21  0.74
C  2.09  5.55  -0.65
C  -1.65  5.21  0.72
C  -2.17  5.55  -0.68
C  4.23  0.46  0.25
C  4.23  -0.92  0.08
C  5.40  -1.81  -0.19
C  5.60  -2.11  -1.68
C  5.41  1.39  0.21
C  5.57  2.10  -1.13
N  -0.05  -2.34  0.06
C  1.55  -5.64  -0.59
C  2.06  -5.68  -2.03
H  -6.55  -2.77  -1.89
H  -4.80  -2.62  -2.10
H  -5.83  -1.21  -2.29
H  -5.39  -2.74  0.33
H  -6.42  -1.33  0.15
H  -5.40  2.16  0.97
H  -6.43  0.85  0.42
H  -4.78  2.66  -1.42
H  -6.53  2.80  -1.16
H  -5.84  1.37  -1.96
H  -3.23  -3.42  -0.20
H  -2.50  -5.60  0.08
H  -1.13  -6.58  -0.43
H  -2.71  -4.71  -2.26
H  -2.87  -6.47  -2.23
H  -1.36  -5.71  -2.77
H  3.13  -3.43  -0.16
H  3.13  2.96  0.63
H  -3.23  2.97  0.60
H  2.40  5.00  1.41
H  1.04  6.08  1.16
H  2.60  4.69  -1.09
H  2.79  6.39  -0.62
H  1.27  5.82  -1.32
H  -1.13  6.09  1.13
H  -2.49  5.01  1.38
H  -1.35  5.81  -1.35
H  -2.87  6.40  -0.65
H  -2.69  4.69  -1.11
H  5.28  -2.76  0.35
H  6.32  -1.35  0.21
H  4.71  -2.60  -2.08
H  6.46  -2.76  -1.85
H  5.75  -1.19  -2.23
H  6.33  0.84  0.44
H  5.31  2.14  1.00
H  5.72  1.38  -1.93
H  6.42  2.80  -1.13
H  4.66  2.67  -1.37
H  1.04  -6.59  -0.36
H  2.40  -5.58  0.09
H  1.23  -5.78  -2.73
H  2.75  -6.51  -2.20
H  2.57  -4.75  -2.28
Se  -0.13  -1.15  3.68
C  0.13  0.59  4.42
C  1.33  0.96  5.03
C  1.46  2.22  5.59
N  0.50  3.14  5.59
C  -0.64  2.79  4.99
C  -0.87  1.56  4.41
H  2.16  0.26  5.05
H  2.40  2.50  6.06
H  -1.42  3.55  4.98
H  -1.82  1.35  3.93